No. 1
Density functional theory data (ωB97M-V/def2-TZVPD) for 2 unconnected molecules or ions with the total composition C9H14O at a distorted geometry.

The geometry in XYZ format:
```
24
Properties=species:S:1:pos:R:3:forces:R:3
C 1.86933 -0.52360 1.67096 -0.108 -0.877 0.039
C 1.62708 0.98898 -1.74277 -0.072 -0.309 -0.114
C 0.72295 2.06357 -1.48253 0.489 0.165 -0.028
C 1.93976 0.09903 -0.76190 0.519 0.014 -0.318
C 1.49899 0.32802 0.53847 -1.213 0.528 1.088
C 0.19695 2.26227 -0.21225 -0.785 -0.544 -0.019
C 0.55578 1.41743 0.80281 0.839 0.087 -0.311
H 2.05229 0.82545 -2.71902 -0.096 0.231 -0.263
H 0.48285 2.78687 -2.24924 -0.045 -0.182 -0.225
H 2.59213 -0.74014 -0.95868 0.038 -0.016 -0.038
H -0.61339 2.96326 -0.11870 0.146 0.453 0.389
H 1.58609 -0.13179 2.63418 0.161 0.457 0.247
H 2.91702 -0.80374 1.63252 0.221 -0.005 0.092
H 0.24480 1.58363 1.82756 -0.204 -0.121 -0.120
H 1.31980 -1.48508 1.63736 0.108 0.173 -0.375
C -1.69056 -0.71117 -0.07159 -0.029 -0.344 0.561
C -2.07818 -2.17661 -0.03405 -0.278 -0.350 -0.433
O -2.78742 0.15678 -0.04804 -0.470 0.795 0.077
H -1.04623 -0.47071 0.79947 -0.119 -0.070 -0.128
H -1.10337 -0.46530 -0.95935 0.009 -0.161 -0.176
H -1.37164 -2.79047 -0.59049 0.189 -0.061 0.185
H -3.65298 -0.27020 0.03208 0.576 -0.196 0.026
H -3.01633 -2.28565 -0.58010 -0.080 -0.043 -0.083
H -2.24572 -2.62082 0.95330 0.205 0.375 -0.072
```
Forces are in eV/Å.

E_HOMO (spin up / spin down) ... -0.4947 / -0.4931 Eh
Net charge ... +1
2S+1 ... 2
ΔE to the lowest compared entry with this formula, charge and spin ... 25.1 kcal/mol
Expectation value of S² ... 0.767
Frontier orbital gap (spin up / spin down) ... 9.210 / 5.334 eV

Results of the Mulliken charge analysis, in e, for atoms 1 through 8: -1.43, -0.42, -0.30, -0.33, 1.00, -0.53, -0.29, 0.42

=====

No. 2
Density functional theory data (ωB97M-V/def2-TZVPD) for 11 unconnected molecules or ions with the total composition C39H84N12O16S2 at a distorted geometry.

The geometry in XYZ format:
```
153
Properties=species:S:1:pos:R:3:forces:R:3
O 7.80091 2.17536 3.93595 -2.999 -3.827 -7.021
C 7.32503 1.53204 2.85586 1.133 3.871 5.146
O 6.23641 2.17651 2.07240 2.020 -3.751 1.605
C 5.49337 1.11678 1.31766 -1.029 -0.149 -1.555
C 3.88264 1.48249 1.15337 0.211 0.178 0.676
C 3.62873 3.00516 0.56443 -0.570 0.264 1.778
C 2.03662 3.26169 0.16556 0.741 0.310 -1.774
O 1.09645 2.58438 1.11608 -0.759 1.062 0.366
S -0.19106 3.70626 1.41112 1.828 3.868 1.963
O 0.40736 4.78575 2.39064 -2.194 -4.286 -2.878
O -1.49762 2.91898 2.20183 1.265 0.545 -0.445
C -2.78270 3.40599 1.67820 -1.814 -0.008 -0.603
C -3.94682 2.93185 2.74467 1.592 -0.072 -0.177
S -5.19774 1.92886 1.70514 1.092 -1.377 0.219
C -4.36003 0.29969 1.30568 0.961 -1.345 -0.884
N -4.31929 -0.51418 0.02545 1.554 1.646 7.497
N -3.56945 -1.63647 0.40044 1.018 1.544 5.991
C -3.13582 -1.52742 1.86935 -2.311 1.643 -4.054
O -3.64313 -0.26989 2.46402 -0.596 -2.690 -5.932
H 7.75729 0.45464 2.59779 -1.424 2.447 -0.012
H 5.94531 1.13089 0.22934 -0.814 -0.358 2.239
H 5.61158 0.04477 1.82759 -0.220 2.564 -1.166
H 3.36667 0.67463 0.45573 1.261 1.588 1.355
H 3.39014 1.38612 2.22780 0.885 0.310 -2.342
H 4.36884 3.26128 -0.31785 -1.819 -0.546 1.637
H 3.83647 3.74160 1.48007 -0.188 -1.558 -2.110
H 1.86135 2.82354 -0.92013 0.277 0.822 2.368
H 1.76191 4.41494 0.11035 0.891 -2.356 0.241
H -3.00983 2.93495 0.62027 0.695 0.970 2.506
H -2.85931 4.56681 1.55445 0.603 -2.060 0.372
H -4.53450 3.83838 3.22356 0.997 -2.113 -0.992
H -3.42700 2.26627 3.56786 -1.340 1.353 -1.641
H -2.52161 -2.28072 2.52082 -1.393 1.815 -1.540
C 0.74098 1.02742 -2.74304 -0.157 0.110 0.102
C 2.15972 1.18488 -3.21424 0.674 0.593 -0.040
O 2.79456 2.22303 -3.03840 -0.326 -0.488 -0.063
N 2.74432 0.13263 -3.85476 -0.130 0.510 0.269
C 2.17365 -1.15851 -4.15582 0.406 -0.007 -0.169
H 0.41423 1.94813 -2.25210 0.127 -0.190 -0.148
H 0.08304 0.83784 -3.59534 -0.030 -0.140 0.158
H 0.67561 0.20884 -2.02123 -0.165 0.000 -0.135
H 3.69933 0.31617 -4.14099 -0.260 -0.049 0.077
H 2.79225 -1.92186 -3.67770 -0.242 -0.213 -0.086
H 2.20445 -1.29794 -5.23917 -0.188 -0.271 0.064
H 1.14502 -1.25135 -3.80573 0.208 0.111 -0.032
C -8.01727 6.05965 4.55202 0.252 0.088 -0.075
C -7.31930 4.72859 4.57969 0.605 -0.088 0.119
O -6.09505 4.63466 4.64355 -0.355 -0.041 -0.120
N -8.08445 3.60099 4.53169 0.465 0.357 -0.023
C -9.52227 3.49988 4.45528 0.185 -0.300 0.097
H -7.27619 6.86233 4.59657 -0.030 -0.317 0.044
H -8.58516 6.16456 3.62372 -0.094 0.044 0.393
H -8.67964 6.15233 5.41690 -0.144 0.048 -0.246
H -7.54155 2.74519 4.55442 -0.143 0.193 -0.011
H -9.86872 2.93650 5.32506 -0.309 0.057 -0.136
H -9.77501 2.94861 3.54629 -0.306 -0.016 0.039
H -10.00823 4.47596 4.43629 0.184 -0.053 -0.003
C -3.61034 5.49590 -1.99034 0.053 0.229 0.148
C -3.21628 4.04569 -1.95477 0.263 -0.772 -0.029
O -2.44117 3.60036 -1.11062 -0.132 0.358 -0.711
N -3.74518 3.21310 -2.89621 0.401 0.467 0.646
C -4.66345 3.53812 -3.96134 0.050 -0.425 -0.049
H -3.10895 6.03123 -1.17946 -0.044 -0.242 -0.157
H -3.30517 5.94284 -2.94026 -0.197 0.031 0.061
H -4.69059 5.59310 -1.85265 0.071 0.095 -0.167
H -3.43193 2.25322 -2.80592 -0.167 0.123 -0.066
H -5.56200 2.93021 -3.83094 -0.074 0.140 -0.236
H -4.18774 3.27713 -4.90982 -0.270 0.126 -0.104
H -4.93592 4.59404 -3.96893 0.128 -0.167 0.091
C 8.67910 -1.63152 -1.14554 0.178 0.094 -0.172
C 7.71191 -1.47724 -0.00518 0.028 0.239 0.438
O 7.74776 -0.51163 0.75509 0.278 -0.651 -0.387
N 6.77238 -2.44866 0.17607 0.370 0.573 0.094
C 6.56681 -3.64826 -0.59986 -0.309 -0.054 0.279
H 9.36528 -0.78040 -1.16094 -0.258 -0.125 0.127
H 9.26495 -2.54565 -1.01754 -0.148 0.026 -0.048
H 8.13697 -1.65569 -2.09468 0.087 -0.108 0.005
H 6.15889 -2.27299 0.96374 0.101 -0.062 -0.219
H 5.54996 -3.62315 -0.99904 0.069 -0.233 -0.160
H 6.66886 -4.50597 0.06944 0.037 -0.177 -0.300
H 7.27838 -3.74041 -1.42110 -0.063 0.098 0.255
C -5.70309 -2.24059 -2.66655 0.157 -0.155 0.060
C -5.95097 -1.04732 -3.54651 0.335 0.527 -0.353
O -5.03159 -0.41242 -4.05968 -0.284 -0.135 0.107
N -7.24248 -0.67220 -3.77127 0.678 -0.083 -0.034
C -8.45000 -1.28030 -3.26582 -0.406 0.314 -0.267
H -4.62712 -2.41558 -2.58199 -0.250 0.197 -0.049
H -6.10310 -2.05647 -1.66588 0.003 -0.151 -0.095
H -6.16460 -3.12990 -3.10413 -0.081 0.049 0.155
H -7.32679 0.13915 -4.37315 0.014 -0.192 0.244
H -9.05618 -1.59045 -4.12040 -0.079 -0.209 0.244
H -8.99520 -0.52565 -2.69372 -0.133 -0.211 0.161
H -8.24761 -2.14318 -2.63042 0.078 0.195 -0.159
C -9.69309 -2.72359 -8.50075 -0.159 -0.193 -0.085
C -8.93749 -2.20184 -7.31059 0.244 -0.059 0.891
O -9.02334 -2.72608 -6.20176 -0.055 0.193 -0.543
N -8.13668 -1.11217 -7.48544 -0.445 -0.520 0.198
C -7.90266 -0.36070 -8.69536 0.283 0.216 0.285
H -10.28638 -3.59308 -8.20498 0.205 0.233 0.071
H -10.37175 -1.95445 -8.87902 0.127 -0.086 -0.149
H -8.99310 -3.03225 -9.28184 -0.156 0.133 -0.064
H -7.66204 -0.82165 -6.63812 -0.016 -0.126 -0.217
H -6.83240 -0.39421 -8.91302 -0.101 0.139 -0.273
H -8.19995 0.67495 -8.51345 0.048 0.030 -0.332
H -8.45986 -0.75562 -9.54554 0.070 0.011 0.229
C 10.88643 -5.50752 2.30323 0.234 -0.031 -0.154
C 9.76088 -4.63764 1.81732 -0.397 0.360 -0.203
O 9.77880 -4.10542 0.70911 -0.009 -0.187 0.124
N 8.69498 -4.44429 2.64541 0.541 -0.108 -0.682
C 8.48596 -4.97563 3.97106 -0.303 0.281 0.078
H 11.66144 -5.56648 1.53423 -0.206 0.086 0.096
H 11.32765 -5.07777 3.20650 -0.074 -0.196 0.026
H 10.51892 -6.51790 2.50180 0.083 0.081 0.178
H 7.97913 -3.84726 2.24696 0.177 -0.037 0.178
H 7.56454 -5.56283 3.95900 0.080 -0.056 0.308
H 8.36675 -4.13429 4.65805 -0.072 -0.249 0.163
H 9.31350 -5.60311 4.30377 -0.092 0.115 -0.205
C 11.85243 -5.29820 -1.98475 -0.042 0.280 -0.008
C 12.63073 -6.34204 -1.23356 0.478 -0.065 0.752
O 13.18749 -6.09791 -0.16486 -0.277 -0.125 -0.522
N 12.71071 -7.59321 -1.76970 0.025 0.492 0.336
C 12.13307 -8.07572 -3.00132 0.224 -0.357 0.174
H 11.87935 -4.35445 -1.43330 0.011 -0.331 0.012
H 12.29869 -5.13603 -2.96953 -0.181 -0.064 -0.025
H 10.80939 -5.61014 -2.08534 0.084 0.084 -0.133
H 13.25135 -8.23887 -1.20536 -0.145 0.173 -0.165
H 11.46752 -8.90799 -2.75984 -0.093 0.024 -0.321
H 12.94484 -8.43772 -3.63693 -0.240 -0.021 -0.234
H 11.57343 -7.30325 -3.52984 0.137 -0.087 0.185
C -11.84757 7.53203 1.17572 -0.067 0.244 0.012
C -11.06927 6.48819 1.92690 0.414 -0.216 0.609
O -10.51251 6.73232 2.99560 -0.486 -0.041 -0.547
N -10.98929 5.23703 1.39077 0.030 0.628 0.380
C -11.56693 4.75451 0.15915 0.207 -0.386 0.131
H -11.82065 8.47578 1.72717 0.081 -0.306 -0.030
H -11.40131 7.69420 0.19094 -0.208 -0.037 -0.001
H -12.89061 7.22009 1.07512 0.097 0.057 -0.179
H -10.44865 4.59136 1.95510 -0.147 0.140 -0.180
H -12.23248 3.92224 0.40062 -0.085 0.035 -0.316
H -10.75516 4.39251 -0.47647 -0.240 -0.015 -0.220
H -12.12657 5.52699 -0.36938 0.135 -0.091 0.182
C 7.10059 -1.86081 7.52386 0.168 0.188 -0.042
C 6.26414 -2.80608 6.70750 -0.243 -0.199 -0.806
O 6.25917 -2.77823 5.47831 0.071 -0.047 0.498
N 5.49316 -3.71606 7.36840 0.341 0.354 -0.430
C 5.36107 -3.90787 8.79288 -0.290 -0.311 -0.154
H 7.65847 -1.19726 6.85756 -0.215 -0.211 0.047
H 6.45764 -1.24893 8.16219 0.166 -0.090 0.088
H 7.81593 -2.42307 8.13009 -0.115 0.131 0.116
H 4.95968 -4.31623 6.74966 0.130 0.175 0.184
H 5.65730 -4.93364 9.02525 -0.020 0.105 0.315
H 4.30992 -3.76895 9.05711 0.123 -0.009 0.310
H 5.97559 -3.21257 9.36574 -0.094 -0.099 -0.206
```
Forces are in eV/Å.

E_HOMO ... -0.3122 Eh
Frontier orbital gap ... 8.518 eV

Results of the Mulliken charge analysis, in e, for atoms 1 through 8: -0.55, 0.31, -0.33, -0.02, -0.45, -0.57, -0.19, -0.27